[1]
{
  "formula": "C5H6N",
  "method": "ωB97M-V/def2-TZVPD",
  "species": ["N", "C", "C", "C", "C", "C", "H", "H", "H", "H", "H", "H"],
  "xyz": [[0.87197, -1.49000, -0.13058], [1.68611, -3.06864, 1.43382], [1.10346, -2.58507, 0.46618], [0.05006, -0.47657, 0.30074], [-0.72195, -0.64457, 1.39673], [-0.11178, 0.59154, -0.75876], [0.74759, 1.20293, -1.04827], [-0.50187, -1.38436, 2.07258], [1.52842, -1.20278, -0.81242], [-1.44802, 0.12354, 1.71923], [-0.44676, 0.04575, -1.54984], [-0.91558, 1.22320, -0.46085]],
  "forces_ev_per_angstrom": [[-0.340, 1.672, 0.847], [1.898, -2.319, 3.234], [-1.247, 0.009, -1.780], [-0.563, 0.622, -1.703], [-0.544, 2.457, -0.154], [0.645, 0.674, 2.392], [0.103, -0.326, 0.367], [0.158, -2.022, 1.405], [0.744, 0.183, -1.567], [0.508, -0.502, -0.443], [-0.906, -1.162, -2.794], [-0.456, 0.714, 0.196]],
  "mulliken_charge": [-0.047, -0.007, 0.061, 1.043, -0.865, -1.361, 0.381, 0.363, 0.329, 0.274, 0.446, 0.383],
  "homo_lumo_gap_ev": [7.83, 7.26],
  "total_charge": 1
}

[2]
{
  "formula": "C5H10N2OS",
  "method": "ωB97M-V/def2-TZVPD",
  "species": ["S", "O", "N", "N", "C", "C", "C", "C", "C", "H", "H", "H", "H", "H", "H", "H", "H", "H", "H"],
  "xyz": [[2.22165, -0.20679, -0.52979], [1.35830, 0.96611, -0.41017], [2.05637, -1.13426, 0.91250], [-0.65086, -1.88241, -0.25464], [-1.39253, -1.00611, -0.28445], [3.91095, 0.41471, -0.11335], [-3.68161, -0.20017, 0.20895], [-2.30234, 0.08058, -0.30755], [-1.85878, 1.26778, -0.71314], [-4.07507, -1.12645, -0.20746], [1.53298, -0.61658, 1.60742], [-2.50510, 2.13018, -0.72669], [-3.65668, -0.30815, 1.29430], [3.89021, 0.89810, 0.85564], [4.20067, 1.12607, -0.87998], [-0.83259, 1.40960, -1.01076], [-4.35012, 0.61878, -0.04277], [1.55862, -1.99220, 0.70882], [4.57592, -0.43879, -0.10690]],
  "forces_ev_per_angstrom": [[1.341, -0.814, 1.302], [-0.731, 0.880, -0.121], [0.437, -0.019, -0.718], [-0.020, -0.244, -0.002], [0.579, -0.492, -0.030], [-0.780, -0.260, -0.404], [-0.077, -0.002, 0.011], [-0.407, 0.753, 0.037], [0.047, -0.079, -0.021], [-0.046, 0.003, -0.015], [0.008, 0.253, 0.004], [-0.217, 0.065, 0.015], [-0.037, -0.045, 0.014], [-0.152, 0.020, 0.180], [-0.006, 0.049, -0.132], [0.155, -0.046, -0.031], [-0.048, 0.028, 0.004], [-0.195, 0.093, -0.118], [0.148, -0.142, 0.024]],
  "mulliken_charge": [0.524, -0.573, -0.604, -0.491, 0.229, -0.947, -1.175, 0.840, -0.916, 0.336, 0.272, 0.271, 0.274, 0.296, 0.323, 0.295, 0.351, 0.327, 0.368],
  "homo_lumo_gap_ev": 9.78
}

[3]
{
  "formula": "C49H56BGe2N6ORb",
  "method": "ωB97M-V/def2-TZVPD",
  "species": ["Rb", "Ge", "Ge", "O", "N", "N", "N", "N", "N", "N", "C", "C", "C", "C", "C", "C", "C", "C", "C", "C", "C", "C", "C", "C", "C", "C", "C", "C", "C", "C", "C", "C", "C", "C", "C", "C", "C", "C", "C", "C", "C", "C", "C", "C", "C", "C", "C", "C", "C", "C", "C", "C", "C", "C", "C", "C", "C", "C", "C", "B", "H", "H", "H", "H", "H", "H", "H", "H", "H", "H", "H", "H", "H", "H", "H", "H", "H", "H", "H", "H", "H", "H", "H", "H", "H", "H", "H", "H", "H", "H", "H", "H", "H", "H", "H", "H", "H", "H", "H", "H", "H", "H", "H", "H", "H", "H", "H", "H", "H", "H", "H", "H", "H", "H", "H", "H"],
  "xyz": [[0.13278, 0.88149, 0.11587], [0.18944, -0.94657, -2.75162], [1.00000, 0.53087, -4.46968], [2.76264, 1.19233, -0.03033], [-0.17858, 2.07466, 2.75551], [-0.70248, -1.18621, 2.90859], [0.23426, -1.34875, 1.98518], [-1.07049, 1.37355, 3.43986], [-2.69918, 0.49207, 0.68108], [-2.83888, 0.08763, 1.93603], [-5.41951, 0.78437, -1.90700], [1.37403, -2.45076, -2.47713], [2.68276, -4.19996, 1.74048], [2.76812, 1.17304, -3.97639], [2.66288, 5.01016, 1.32358], [-4.13400, 0.83253, -1.33325], [-2.29107, 1.56505, 5.66300], [3.63838, 0.96139, 2.15387], [-0.63536, -2.21088, 3.78946], [-3.90606, 0.45065, 0.08122], [2.45082, -2.26477, 0.29865], [0.14318, 3.16973, 3.47366], [1.43064, 5.31030, 3.81633], [3.04568, 2.46216, 0.53174], [-1.48584, -2.40518, 5.00327], [-4.73641, -0.72587, 3.42913], [3.08631, -4.63526, -2.06487], [2.96573, 6.11404, 2.12302], [1.98613, -4.44104, -1.22586], [3.73991, -4.65853, 0.94779], [2.35066, 6.26337, 3.36770], [1.11651, 4.19214, 3.01935], [-5.61227, 1.14731, -3.24395], [3.32050, 0.23929, 0.85799], [-0.18750, 2.06501, -4.60379], [-0.57425, 3.15925, 4.65795], [-2.24897, -1.22160, -4.31725], [0.37422, -3.06499, 3.39366], [2.02489, -2.99523, 1.42427], [-4.52917, 1.56036, -4.02235], [-2.29952, -2.31633, -2.15896], [-1.33612, 2.00985, 4.60244], [3.33458, -3.73896, -3.10747], [0.90288, -2.48897, 2.25109], [4.11861, 2.25549, 1.58518], [2.48231, -2.64961, -3.31280], [-4.22949, -2.42736, -3.61794], [-3.55253, -1.66042, -4.56948], [4.15278, -3.92346, -0.16525], [-3.60337, -2.75409, -2.41246], [-4.84619, 0.00332, 0.99294], [-3.05100, 1.25178, -2.12925], [1.74492, 4.05346, 1.76697], [-3.24990, 1.61245, -3.46546], [3.50887, -2.72786, -0.48935], [1.13275, -3.35214, -1.43032], [1.09942, -0.35744, -6.20076], [-1.61292, -1.54936, -3.11127], [-4.13737, -0.22128, 2.15629], [-1.60946, 0.05550, 2.86302], [-1.00848, 0.33900, 1.90766], [0.97147, 5.45415, 4.78433], [1.47688, 0.36158, -6.95628], [-4.03775, -1.40547, -5.50284], [0.29164, -3.21433, -0.76775], [-0.55666, 3.88614, 5.45855], [-1.74385, -0.63042, -5.06371], [2.38672, -4.79151, 2.59544], [4.25723, -0.14402, 0.39378], [-2.41072, 1.93227, -4.06968], [5.09951, 2.08763, 1.08200], [2.63911, -0.61996, 1.03292], [-1.83435, -2.57269, -1.21906], [2.58681, 7.11956, 3.98641], [4.18775, -3.88799, -3.75660], [3.13343, 1.87576, -4.75295], [-1.20582, 1.73047, -4.88603], [-6.60346, 1.10776, -3.67694], [3.67673, 6.85353, 1.77796], [3.74669, -5.47799, -1.90610], [2.70908, 1.69784, -3.00102], [2.69265, 1.14332, 2.71544], [1.96783, -1.33432, 0.02709], [4.23992, -5.58543, 1.19762], [-5.23856, -2.76622, -3.81362], [0.19835, 2.76157, -5.37601], [-1.35051, -1.55409, 5.69524], [4.35925, 0.43292, 2.81341], [-0.22824, 2.58441, -3.62462], [3.82987, -2.15844, -1.35213], [1.78917, -1.22234, -6.14684], [-2.04937, 1.29991, -1.72050], [-5.83160, -0.87026, 3.30965], [3.13977, 4.89532, 0.35865], [2.11720, 2.83300, 1.02161], [-3.31383, 1.52897, 5.24805], [-4.12856, -3.34546, -1.67364], [-4.57046, -0.00482, 4.24837], [1.79518, -5.13323, -0.41603], [-5.90659, -0.14734, 0.84185], [1.52625, 3.20652, 1.12859], [-2.54631, -2.49735, 4.71787], [-4.68105, 1.83998, -5.05688], [0.68015, -3.97774, 3.88659], [-6.27802, 0.46890, -1.33097], [3.47007, 0.31930, -3.89340], [4.97170, -4.28030, -0.77652], [-4.29345, -1.70301, 3.68507], [3.36783, 3.19746, -0.23536], [-0.19756, 3.02925, -1.25988], [-2.28781, 2.28271, 6.51096], [4.21972, 3.08806, 2.31330], [2.69138, -1.96900, -4.12223], [-1.19183, -3.33506, 5.53570], [0.09537, -0.71114, -6.50644], [-1.99959, 0.57097, 6.04796]],
  "forces_ev_per_angstrom": [[-0.191, 0.346, -0.628], [0.114, 0.346, -0.350], [-0.147, 0.404, 0.314], [0.823, -0.690, -0.239], [1.501, 1.375, -0.620], [-0.973, -1.407, 2.520], [1.505, -0.745, -1.296], [-1.332, 0.055, 2.693], [-0.252, 0.457, -2.009], [-2.151, -0.904, 1.981], [0.536, 0.220, -0.415], [0.023, -0.361, -0.231], [0.252, 0.479, -0.492], [0.587, 0.115, 0.172], [-0.330, 0.262, 0.422], [0.376, 0.132, -0.236], [-0.205, -0.232, -0.010], [-0.274, -0.477, 0.838], [0.222, -0.943, 0.532], [1.014, 0.218, -0.088], [1.074, -1.264, 0.016], [0.087, -0.469, -0.784], [0.459, -0.085, -0.511], [2.111, -0.693, -1.662], [-0.194, 0.174, 0.154], [0.101, -0.085, 0.260], [-1.528, -0.499, -1.621], [-0.245, -0.409, 0.116], [-2.112, -1.130, -2.179], [0.091, 0.619, 0.238], [-0.234, -0.503, -0.185], [0.269, -0.062, -0.302], [0.497, 0.006, 0.305], [0.610, -0.991, 0.758], [-0.174, 0.330, -0.324], [-0.427, -0.061, 0.631], [-0.571, -0.610, 0.478], [-0.318, -0.291, 0.656], [-0.023, 0.241, -0.014], [0.051, -0.039, 0.458], [-0.624, 0.021, -0.620], [0.024, 0.677, 0.940], [-0.502, -0.330, -0.060], [-0.077, 0.628, -0.549], [0.942, 0.775, -0.060], [-0.085, -0.562, 0.532], [0.476, 0.166, 0.054], [0.302, -0.186, 0.407], [0.860, 1.289, 1.774], [0.325, 0.246, -0.294], [-0.454, -0.323, 0.597], [-0.617, -0.044, -0.420], [-2.609, 4.034, 2.631], [-0.702, -0.033, 0.487], [1.492, 1.497, 2.509], [0.178, -1.513, -1.144], [0.090, -0.337, -0.660], [-0.324, -0.362, -0.009], [-1.197, -0.093, -0.027], [2.412, 1.270, -4.088], [0.072, 0.030, -0.135], [-0.093, -0.101, 0.036], [-0.195, -0.415, 0.311], [-0.017, 0.038, -0.006], [-0.079, 0.024, 0.067], [-0.067, -0.116, -0.076], [0.117, 0.136, -0.091], [-0.123, 0.076, 0.070], [-0.428, -0.094, 0.305], [-0.650, 0.043, 0.522], [-0.399, 0.253, 0.360], [1.035, 1.963, 0.412], [0.059, 0.036, 0.142], [-0.027, 0.008, 0.024], [0.046, -0.006, -0.039], [-0.114, -0.352, 0.433], [1.162, 0.256, -0.231], [-0.052, -0.018, 0.018], [-0.006, 0.010, -0.032], [-0.188, -0.041, -0.159], [0.072, -0.294, -0.526], [0.516, -0.241, -0.179], [-0.482, -1.123, -0.525], [-0.009, -0.042, 0.025], [-0.030, 0.022, 0.005], [-0.221, -0.310, 0.349], [-0.275, -0.380, -0.185], [-0.454, 0.198, -0.484], [-0.039, -0.213, -0.369], [-0.064, -0.033, 0.288], [-0.394, 0.393, -0.170], [-0.098, 0.161, 0.074], [0.734, 0.139, 0.013], [-0.174, 0.263, 0.136], [9.185, -6.481, -2.841], [0.314, -0.153, 0.335], [-0.014, 0.013, 0.041], [-0.057, -0.459, -0.136], [-0.053, 0.112, -0.222], [0.128, -0.008, 0.086], [-8.823, 6.218, 2.088], [0.290, 0.139, 0.308], [-0.017, 0.015, -0.056], [-0.085, 0.124, -0.007], [0.026, -0.042, 0.146], [-0.220, 0.531, 0.000], [0.054, 0.164, 0.232], [-0.204, 0.363, 0.175], [-0.372, -0.882, 0.067], [0.179, 0.133, -0.264], [0.049, -0.450, -0.593], [-0.124, -0.486, -0.531], [-0.011, 0.151, -0.126], [-0.133, 0.619, -0.401], [0.574, 0.119, 0.064], [-0.356, 0.344, -0.095]],
  "mulliken_charge": [-0.931, -0.541, 0.893, 0.174, 1.101, -0.155, 2.135, 0.917, 0.422, 1.203, -0.446, 0.924, -0.551, -1.015, -0.663, 0.327, -1.173, -0.356, 0.222, -0.245, 0.290, 0.149, -0.686, 0.261, -1.178, -1.197, -0.596, -0.641, -0.583, -1.224, -0.809, 0.668, -0.895, 0.630, -0.959, -1.141, -0.034, -0.983, 1.033, -0.798, -0.121, 0.357, -0.772, -0.147, -0.587, -0.422, -0.555, -0.743, -0.829, -0.746, -0.547, 0.369, 0.287, -0.544, -0.776, -0.138, -1.163, 0.188, 0.065, -0.701, -1.797, 0.348, 0.466, 0.420, -0.175, 0.418, 0.187, 0.364, 0.154, 0.465, 0.344, -0.808, 0.127, 0.396, 0.373, 0.473, 0.403, 0.371, 0.375, 0.585, 0.108, -0.008, -0.328, 0.350, 0.376, 0.420, 0.092, 0.434, 0.211, 1.192, 0.315, 0.285, 0.366, 0.409, -0.839, 0.127, 0.420, 0.136, 0.640, 0.407, 0.508, 0.099, 0.431, 0.457, 0.315, 0.318, 0.630, 0.101, -0.032, -0.141, 0.361, 0.411, 0.024, 0.394, 0.357, 0.133],
  "spin_multiplicity": 2,
  "homo_lumo_gap_ev": [5.17, 4.25],
  "total_charge": -1
}

[4]
{
  "formula": "C4H3Li2O2Y",
  "method": "ωB97M-V/def2-TZVPD",
  "species": ["Y", "O", "O", "C", "C", "C", "C", "Li", "Li", "H", "H", "H"],
  "xyz": [[1.21900, -1.17772, -0.79229], [-0.42315, -2.14774, -0.23451], [1.50482, 0.74904, 0.17159], [-0.87501, -1.48839, 0.90543], [-0.91933, 0.73756, -0.15901], [-1.12051, -0.16589, 1.01557], [0.39603, 1.05955, -0.49144], [2.68827, 0.66438, -2.36971], [0.44961, 0.92558, 1.96671], [-1.64299, 1.55393, -0.26311], [-1.01763, -2.17643, 1.75121], [-0.25909, 1.46614, -1.50045]],
  "forces_ev_per_angstrom": [[0.640, -2.088, 0.561], [-1.125, 0.994, 1.169], [0.414, -0.278, -1.316], [-0.459, -1.199, 0.697], [0.419, -0.247, 5.223], [0.704, -1.050, -2.750], [-5.460, 2.513, -2.170], [0.557, 0.969, -0.704], [0.253, 0.249, 0.238], [-0.386, -0.755, -1.218], [0.005, 0.303, -0.273], [4.438, 0.588, 0.542]],
  "mulliken_charge": [1.167, -0.556, -0.640, 0.063, -0.130, -0.680, -0.136, 0.736, 0.940, 0.406, 0.444, 0.385],
  "homo_lumo_gap_ev": [7.93, 5.17],
  "total_charge": 2
}